The following is a quantum chemistry calculation of an isolated molecule of C8H11NOS in a non-equilibrium geometry, from the Open Molecules 2025 dataset.

- energy relative to the best compared isomer or geometry (same formula, charge and spin) (kJ/mol) = 246.3
- orbital gap (eV) = 9.7
- E (eV) = -22844.53104
- maximum force (eV/A) = 4.10
- HOMO energy (eV) = -8.93

Each line ends with the Löwdin charge.
Atoms and positions in Å:
C 2.130 -0.050 -0.981  -0.07
C 1.542 1.150 -0.996  -0.07
C 0.013 -1.020 -0.308  -0.22
C 1.444 -1.275 -0.459  -0.12
C 0.166 1.479 -0.469  -0.21
C -2.235 -1.379 0.097  -0.33
C -0.277 0.431 0.435  -0.52
C 0.069 0.565 1.897  -0.07
N -0.964 -1.831 -0.332  0.05
O -2.403 1.139 -1.048  -0.57
S -2.207 0.512 0.325  0.99
H 3.038 -0.144 -1.493  0.09
H 2.002 1.858 -1.638  0.09
H 1.678 -2.010 -1.165  0.11
H 1.623 -1.749 0.438  0.11
H 0.042 2.506 -0.086  0.14
H -0.534 1.430 -1.348  0.12
H -3.018 -1.599 -0.696  0.11
H -2.649 -1.772 1.051  0.09
H -0.133 -0.439 2.444  0.12
H -0.492 1.305 2.416  0.05
H 1.166 0.891 1.916  0.12

The following is a quantum chemistry calculation of a 2-piece molecular cluster, C8H11NOS overall in a non-equilibrium geometry, from the Open Molecules 2025 dataset.

- energy relative to the best compared isomer or geometry (same formula, charge and spin) (kJ/mol) = 425.1
- orbital gap (spin up / spin down) (eV) = 7.7 / 7.7
- E (eV) = -22842.67802
- maximum force (eV/A) = 3.57
- HOMO energy (spin up / spin down) (eV) = -9.22 / -9.22

Each line ends with the Löwdin charge.
Atoms and positions in Å:
C -0.545 -0.037 -4.458  -0.24
C 0.296 0.454 -3.583  -0.34
C 0.676 -0.832 1.110  -0.18
C -0.213 -0.769 -0.146  -0.21
C 1.669 0.352 1.206  -0.18
C -1.073 0.463 -0.081  -0.19
C 0.890 1.648 1.028  -0.11
C -0.261 1.663 0.393  -0.11
N -1.413 -0.263 -5.277  0.17
O 2.505 0.497 -2.216  -0.52
S 1.286 1.251 -2.585  0.93
H -0.061 -0.760 1.842  0.09
H 1.332 -1.688 1.066  0.11
H 0.293 -0.744 -1.042  0.04
H -0.846 -1.691 -0.163  0.13
H 2.109 0.125 2.166  0.10
H 2.427 0.314 0.349  0.12
H -1.466 0.599 -1.003  0.06
H -1.881 0.306 0.548  0.09
H 1.282 2.493 1.570  0.10
H -1.590 -1.155 -5.664  0.07
H -0.645 2.634 0.259  0.08

The following is a quantum chemistry calculation of an isolated molecule of C8H11NOS2 in a non-equilibrium geometry, from the Open Molecules 2025 dataset.

- energy relative to the best compared isomer or geometry (same formula, charge and spin) (kJ/mol) = 0.0
- orbital gap (eV) = 7.8
- E (eV) = -33680.83693
- maximum force (eV/A) = 4.60
- SMILES = CC(C)=C[C@]1(C)NC(=S)C(=O)S1
- HOMO energy (eV) = -8.76

Each line ends with the Löwdin charge.
Atoms and positions in Å:
C -2.950 -0.362 -0.120  -0.82
C -2.913 1.060 -0.159  -0.68
C 0.371 -0.646 -0.357  -0.05
C 1.408 0.134 -0.776  -0.37
C -0.671 -0.176 0.699  -0.67
C 2.276 -0.499 -1.793  -0.09
C 1.895 1.420 -0.201  -0.07
C -0.152 -0.421 2.134  -0.06
N -1.906 -0.949 0.463  -0.02
O -3.780 1.870 -0.373  0.06
S -4.173 -1.330 -0.703  0.70
S -1.269 1.557 0.438  1.07
H 0.234 -1.708 -0.701  0.13
H 3.079 -1.073 -1.298  0.09
H 1.731 -1.191 -2.428  0.07
H 2.806 0.265 -2.468  0.11
H 1.128 2.060 0.350  0.04
H 2.473 1.138 0.655  0.08
H 2.309 2.119 -1.016  0.12
H 0.079 0.609 2.601  0.09
H 0.759 -0.983 2.189  0.06
H -0.981 -1.006 2.662  0.11
H -1.755 -1.887 0.201  0.10